Entry from the Open Molecules 2025 dataset: C44H24BrI4N4SbSe4Tc as an isolated structure at a distorted geometry (the ωB97M-V functional and the def2-TZVPD basis).

XYZ file:
```
83
Properties=species:S:1:pos:R:3:forces:R:3:mulliken_charge:R:1
Tc -0.19541 -0.09360 -0.21802 -0.01 0.61 -0.79 -0.601
I -3.63389 -2.45370 -8.38088 0.42 0.34 0.55 0.121
C -2.55788 -1.51284 -6.81564 0.17 0.16 -0.70 -0.289
C -2.96233 -0.27575 -6.33245 0.23 -0.31 1.11 -0.954
C -2.27295 0.28435 -5.25008 -1.19 0.49 -0.74 -0.480
C -1.13901 -0.30483 -4.72313 1.00 0.41 0.70 0.768
C -0.77120 -1.55314 -5.21266 1.52 -1.09 0.01 -0.316
C -1.40733 -2.10559 -6.29017 -0.62 -0.22 -0.60 -0.691
C -0.40603 0.31917 -3.60603 0.53 -0.41 0.70 1.253
C 0.86772 -0.13778 -3.16656 -0.58 0.09 0.82 -0.348
C 1.90794 -0.67786 -3.99392 0.82 -1.66 0.31 -1.339
C 2.82585 -1.33849 -3.17242 -0.78 1.75 -0.51 -0.914
C 2.29492 -1.17099 -1.82185 -0.48 -0.47 -0.05 0.556
C 2.54590 -2.11253 -0.78259 -0.15 1.25 1.16 1.608
C 3.37550 -3.30881 -0.93619 0.90 -0.21 -1.11 -0.006
C 4.62740 -3.27225 -1.61854 -0.86 -0.66 1.13 -0.712
C 5.40949 -4.41432 -1.60876 -0.09 -0.14 0.29 -0.775
C 4.96239 -5.59480 -1.00121 0.57 0.35 -0.37 -0.165
I 6.29543 -7.21916 -0.80951 -0.38 0.34 -0.18 0.135
C 3.69548 -5.67056 -0.46518 0.73 0.89 -0.80 -0.712
C 2.92198 -4.51871 -0.41223 -0.08 -0.19 0.29 -0.330
C 2.14400 -1.85769 0.55183 -0.93 1.24 -0.10 0.280
N 1.26822 -0.78237 0.92148 0.61 0.36 0.56 0.748
C 1.47597 -0.52517 2.30271 1.25 -2.59 -0.96 0.281
C 1.12281 0.58756 3.06017 -0.43 0.76 -0.92 1.041
C 1.47131 0.63310 4.51744 -0.69 -0.82 0.15 0.279
C 2.28208 1.61173 5.12039 0.37 0.37 -2.21 -0.435
C 2.77591 1.47804 6.35950 -0.01 -1.10 3.33 -0.587
C 2.29892 0.40236 7.18187 -0.11 0.65 -0.10 -0.260
I 2.62227 0.45867 9.31102 0.08 -0.14 -1.19 0.097
C 1.44270 -0.55663 6.65189 -0.40 -0.14 0.16 -0.760
C 0.99844 -0.42778 5.30519 1.35 -0.16 0.76 -0.366
C 0.49289 1.67940 2.41814 0.09 1.08 0.36 0.026
C 0.26882 2.92636 3.09756 -1.88 0.30 -2.13 -1.084
C -0.67014 3.60788 2.28341 0.96 -0.80 2.00 -1.861
C -0.99279 2.79526 1.19376 0.74 -1.22 -0.56 -0.264
N -0.13530 1.67498 1.16188 -0.42 -0.53 0.39 0.883
C -2.00583 3.04506 0.21061 1.29 -0.85 0.09 0.959
C -1.70279 2.61924 -1.10957 -1.79 0.12 -2.04 -0.222
C -2.12870 3.32375 -2.32905 0.92 -1.03 0.76 -1.192
C -1.65399 2.57997 -3.41010 -0.18 -0.55 1.40 -1.543
C -1.06664 1.37471 -2.88025 -0.44 1.43 1.81 -0.041
N -1.11078 1.42332 -1.47221 1.95 -0.17 -0.85 0.772
C -3.26368 3.69355 0.53010 0.55 -0.39 0.90 0.872
C -3.60773 4.08990 1.84779 0.06 0.23 -0.09 -0.574
C -4.81069 4.72544 2.10131 0.04 0.23 -0.48 -0.971
C -5.73042 4.93602 1.07069 0.27 -0.19 -0.28 -0.261
I -7.55031 5.93459 1.48016 0.69 -0.38 -0.24 0.149
C -5.45271 4.37759 -0.18655 -1.07 0.15 0.55 -0.733
C -4.26582 3.70414 -0.42007 -1.49 0.38 -0.59 -0.566
C 2.36780 -1.56411 2.77200 0.00 -0.37 -1.54 -1.183
C 2.75431 -2.39750 1.71173 -1.20 2.19 0.97 -1.569
N 1.22461 -0.27305 -1.76754 0.32 -0.65 -1.82 0.213
H -3.85770 0.20714 -6.67097 -0.23 0.08 -0.26 0.441
H -2.69591 1.18328 -4.79446 0.25 -0.48 -0.41 0.444
H 0.04518 -2.19122 -4.79439 -0.68 1.06 -0.15 0.399
H -0.98805 -2.98905 -6.74395 -0.25 -0.33 0.12 0.420
H 1.91738 -0.70571 -5.09779 0.00 0.42 0.87 0.641
H 3.84954 -1.69435 -3.44673 -1.58 0.07 0.21 0.278
H 5.00006 -2.33560 -1.99737 0.19 -0.03 -0.07 0.563
H 6.39620 -4.41583 -2.01924 0.42 0.20 -0.27 0.410
H 3.38497 -6.63448 -0.19883 -0.87 -0.93 0.90 0.491
H 1.97839 -4.57255 0.11520 -0.21 0.11 -0.23 0.610
H 2.66224 2.45820 4.55206 -0.15 -0.23 -0.22 0.510
H 3.49314 2.17171 6.82183 -0.51 -0.16 -0.50 0.395
H 1.11084 -1.40176 7.30799 0.17 0.91 -0.87 0.356
H 0.41174 -1.23095 4.86381 -0.01 0.24 0.08 0.589
H 0.65346 3.23813 4.05242 -0.02 -0.03 -0.08 0.692
H -1.17116 4.53505 2.48699 0.36 0.26 0.05 1.017
H -2.68350 4.26885 -2.35065 0.62 -0.46 -0.05 0.749
H -1.71510 2.85942 -4.44695 0.09 0.01 -0.01 0.887
H -2.94917 3.86738 2.68639 -0.29 0.19 -0.35 0.713
H -5.03749 5.11928 3.06984 0.00 -0.12 0.52 0.448
H -6.26325 4.38428 -0.91402 0.39 -0.05 -0.06 0.380
H -4.23816 3.11039 -1.32421 0.37 0.23 0.05 0.731
H 2.75929 -1.59599 3.75971 0.16 -0.11 0.53 0.627
H 3.50684 -3.14472 1.69390 0.29 -0.49 0.22 0.610
Se -1.84910 -0.41277 3.41550 -0.43 -0.10 -0.68 -0.166
Sb -3.14142 -2.93731 3.32458 1.15 -0.63 -0.32 0.276
Se -3.45721 -2.33927 0.67744 0.30 1.10 0.77 -0.317
Se -2.34517 -0.22180 1.12179 -0.82 -1.25 0.34 0.558
Se -1.23403 -4.42181 3.14357 -0.93 0.81 0.15 -0.462
Br -0.78957 -2.32401 -1.26272 0.10 0.95 0.44 -0.228
```
Forces are in eV/Å.

The calculation puts the total energy at -424536.5946 eV. As for the highest occupied orbital energy (alpha / beta): -9.5 / -9.5 eV. Its charge is +1. The value obtained for the HOMO-LUMO gap (alpha / beta) is 4.0 / 4.0 eV.